{
  "formula": "C3H5NO2",
  "method": "wB97M-V/def2-TZVPD",
  "homo_lumo_gap_ha": 0.3943,
  "molar_mass_da": 87.078,
  "largest_force_ha_per_bohr": 0.01042,
  "total_charge": 0,
  "e_above_lowest_ev": 1.6953,
  "smiles": "CO/C=N/C=O",
  "total_energy_ev": -8775.9994,
  "elements": ["C", "N", "C", "O", "C", "O", "H", "H", "H", "H", "H"],
  "coordinates": [[1.653, 0.554, 0.404], [-0.503, -0.489, -0.088], [-0.596, 0.775, -0.030], [0.515, 1.446, 0.222], [-1.522, -1.331, -0.465], [-1.316, -2.508, -0.621], [1.656, -0.291, -0.291], [1.603, 0.128, 1.410], [2.517, 1.187, 0.253], [-1.490, 1.405, -0.164], [-2.518, -0.875, -0.630]],
  "nbo_charge": [-0.2771, -0.6097, 0.4736, -0.4662, 0.5245, -0.5205, 0.2258, 0.1985, 0.1944, 0.1694, 0.0874]
}